[1]
Density functional theory data (ωB97M-V with the def2-TZVPD basis set) for a structure of composition C16H11CeN4O3S.

Element x y z (Å)
1 Ce 0.830 -2.097 0.495
2 N -1.032 -3.790 -3.181
3 C -0.117 -3.286 -2.333
4 S 0.279 -4.319 -0.949
5 N 0.342 -2.097 -2.616
6 N 1.230 -1.566 -1.697
7 C 1.800 -0.459 -2.032
8 C 2.653 0.356 -1.190
9 C 3.091 1.564 -1.754
10 C 3.892 2.438 -1.049
11 C 4.276 2.108 0.247
12 C 3.859 0.921 0.828
13 C 3.048 0.055 0.120
14 O 2.652 -1.109 0.738
15 H -1.300 -4.755 -3.118
16 H -1.212 -3.293 -4.038
17 H 1.591 -0.094 -3.034
18 H 2.780 1.804 -2.763
19 H 4.215 3.365 -1.501
20 H 4.907 2.780 0.813
21 H 4.158 0.648 1.830
22 O -0.864 1.717 -0.694
23 C -1.235 0.993 0.173
24 N -0.634 -0.293 0.462
25 C -1.316 -0.843 1.476
26 O -0.930 -1.984 1.925
27 C -2.429 -0.006 1.924
28 C -3.375 -0.185 2.913
29 C -4.317 0.830 3.058
30 C -4.293 1.958 2.240
31 C -3.329 2.123 1.244
32 C -2.399 1.118 1.110
33 H -3.390 -1.067 3.539
34 H -5.083 0.742 3.817
35 H -5.042 2.725 2.383
36 H -3.308 2.999 0.611

Results
- HOMO energy (Eh) = -0.4263
- orbital gap (eV) = 6.315
- lowest unoccupied orbital energy (Ha) = -0.194
- net charge = +1
- spin multiplicity = 1
- energy above the lowest of the compared OMol25 structures with the same formula, charge and spin (kcal per mole) = 0.0
- calculated total energy (eV) = -52633.424
- molar mass (Da) = 479.47

[2]
Density functional theory data (ωB97M-V with the def2-TZVPD basis set) for a cluster of 2 separate species, C2H2FO3S in total in a non-equilibrium geometry.

Element x y z (Å)
1 C -2.136 -0.251 0.065
2 C 0.399 0.578 -0.017
3 O 2.399 -0.694 1.187
4 O -3.104 0.419 -0.131
5 O 2.342 -0.722 -1.296
6 F -2.352 -1.629 0.272
7 S 2.063 0.018 -0.056
8 H 0.221 1.141 0.889
9 H 0.168 1.140 -0.913

Results
- HOMO energy (alpha / beta) (Eh) = -0.1538 / -0.1424
- orbital gap (alpha / beta) (eV) = 7.005 / 6.597
- lowest unoccupied orbital energy (alpha / beta) (Ha) = 0.104 / 0.100
- net charge = -1
- spin multiplicity = 1
- energy above the lowest of the compared OMol25 structures with the same formula, charge and spin (kcal per mole) = 73.2
- calculated total energy (eV) = -21799.699
- molar mass (Da) = 125.10

[3]
Density functional theory data (ωB97M-V with the def2-TZVPD basis set) for a structure of composition C23H30N3Ru in a non-equilibrium geometry.

Element x y z (Å)
1 C -3.493 0.235 -0.286
2 H -3.959 0.115 0.699
3 H -3.889 1.141 -0.756
4 H -2.394 0.384 -0.122
5 C -3.765 -0.993 -1.139
6 H -3.109 -0.962 -2.019
7 H -3.474 -1.890 -0.579
8 C -5.220 -1.155 -1.593
9 H -5.304 -2.027 -2.251
10 H -5.894 -1.304 -0.741
11 H -5.560 -0.272 -2.144
12 C 1.240 1.430 -1.915
13 C 0.384 0.806 -2.906
14 C -0.869 1.520 -2.916
15 C -0.809 2.553 -1.912
16 C 0.531 2.555 -1.349
17 C 1.109 3.662 -0.524
18 C -1.886 3.527 -1.594
19 C -2.015 1.278 -3.827
20 C 0.791 -0.276 -3.852
21 C 2.672 1.102 -1.695
22 Ru -0.458 0.678 -0.913
23 H -1.739 3.926 -0.586
24 H -1.896 4.363 -2.305
25 H -2.874 3.056 -1.627
26 H 0.323 4.061 0.129
27 H 1.948 3.317 0.100
28 H 1.455 4.498 -1.163
29 H 2.852 0.041 -1.875
30 H 3.298 1.665 -2.397
31 H 2.989 1.345 -0.678
32 H -0.093 -0.741 -4.301
33 H 1.425 0.110 -4.666
34 H 1.352 -1.063 -3.332
35 H -2.961 1.343 -3.280
36 H -2.043 2.029 -4.629
37 H -1.942 0.288 -4.285
38 N 4.223 -5.179 7.117
39 C 3.802 -4.571 6.207
40 C 3.245 -3.758 5.150
41 C 2.931 -4.272 3.871
42 C 2.298 -3.459 2.902
43 C 2.122 -2.092 3.196
44 C 2.429 -1.588 4.469
45 C 2.974 -2.419 5.441
46 N 1.621 -1.143 2.278
47 C 1.660 0.233 2.525
48 C 0.792 0.837 1.695
49 N 0.365 -0.111 0.753
50 C 0.887 -1.313 1.138
51 H 3.158 -5.325 3.662
52 H 1.982 -3.859 1.925
53 H 2.235 -0.552 4.748
54 H 3.181 -2.025 6.438
55 H 2.232 0.663 3.318
56 H 0.468 1.864 1.699
57 H 0.670 -2.278 0.699

Results
- HOMO energy (alpha / beta) (Eh) = -0.4027 / -0.5557
- orbital gap (alpha / beta) (eV) = 3.455 / 4.669
- expectation value of S² = 8.802
- lowest unoccupied orbital energy (alpha / beta) (Ha) = -0.276 / -0.384
- net charge = +2
- spin multiplicity = 6
- calculated total energy (eV) = -31368.075
- molar mass (Da) = 449.58